No. 1
Density functional theory data (ωB97M-V with the def2-TZVPD basis set) for a molecular structure, C21H27N4O5PPd at a distorted geometry.

ORCA input file:
```
! RIJCOSX wB97M-V def2-TZVPD def2/J DEFGRID3
* xyz -2 1
Pd 0.70686 0.00833 -0.50698
O 5.08126 -0.14600 -1.35351
C 3.90460 0.12777 -1.48675
O 2.94000 -0.77165 -1.37551
C 3.36052 1.56254 -1.83507
O 4.17054 2.31545 -2.39800
O 2.17250 1.79718 -1.50535
C -1.60203 0.60215 -2.79488
P -1.38584 0.66951 -0.97117
C -2.97755 0.00104 -0.39060
C -3.36337 -1.27365 -0.83297
C -4.47871 -1.90261 -0.31140
C -5.23756 -1.28863 0.68112
C -4.85669 -0.03437 1.14217
C -3.74241 0.60042 0.61854
C -1.59281 2.45407 -0.59605
C -1.04137 2.89480 0.60943
C -1.09392 4.22997 0.97318
C -1.68606 5.15864 0.12425
C -2.22397 4.73554 -1.08139
C -2.17729 3.39463 -1.44017
H -2.60719 0.85754 -3.14537
H -1.33332 -0.41144 -3.09029
H -0.85166 1.27383 -3.21359
H -2.74830 -1.77099 -1.57527
H -4.75885 -2.88752 -0.66895
H -6.10919 -1.78183 1.09571
H -5.43441 0.45396 1.92031
H -3.45139 1.57718 0.98548
H -0.53965 2.16157 1.23233
H -0.65651 4.55575 1.91010
H -1.71577 6.20842 0.39375
H -2.67676 5.45656 -1.75401
H -2.58751 3.08163 -2.39302
C 2.48103 1.86883 1.80320
C 2.67448 0.42511 2.22680
O 1.44466 -0.25679 2.08526
C 1.53887 -1.66450 2.21616
C 0.18565 -2.27165 1.89258
H 3.44171 2.38518 1.76780
H 1.81362 2.38521 2.49755
H 2.04031 1.87389 0.80191
H 3.00554 0.36050 3.27888
H 3.44210 -0.04679 1.59887
H 1.84289 -1.91311 3.24910
H 2.30517 -2.05403 1.53204
H -0.53685 -2.07738 2.68883
H 0.27745 -3.34514 1.72489
H -0.17235 -1.79622 0.96978
N 3.46672 -3.12912 -0.94738
C 2.60802 -4.07254 -0.70225
N 3.00300 -5.31436 -0.14733
N 1.30321 -4.02304 -0.95396
C 0.70027 -2.98466 -1.46544
N 0.01566 -2.15432 -1.92030
H 4.42174 -3.36297 -0.70810
H 3.26424 -1.72618 -1.21851
H 3.80094 -5.24115 0.46336
H 2.22574 -5.77452 0.30019
*
```

Computed properties:
max |F|	1.666	eV/A
calculated total energy	-1880.9464	Ha

Atom charges from the Mulliken analysis, given in e for atoms 1 to 4:
1. Pd 0.354
2. O -0.691
3. C 0.636
4. O -0.442


No. 2
Density functional theory data (ωB97M-V with the def2-TZVPD basis set) for a single C21H27NO4 molecule.

ORCA input file:
```
! RIJCOSX wB97M-V def2-TZVPD def2/J DEFGRID3
* xyz 0 1
C -2.53534 -0.28139 2.68799
C -2.84885 -1.74194 2.38491
C -3.08931 -2.00209 0.89700
C -4.47214 -1.54864 0.42887
C -4.66924 -1.70770 -1.08350
C -4.36885 -0.42390 -1.87298
C -2.93858 0.01560 -1.68112
O -1.98898 -0.45044 -2.24974
O -2.89106 1.02729 -0.79385
C -1.71245 1.58321 -0.33217
C -1.79433 2.90008 0.10859
C -0.67617 3.51771 0.63402
C 0.52333 2.83466 0.73727
C 0.59272 1.52099 0.29701
C -0.51781 0.88635 -0.24464
H -0.44394 -0.13204 -0.58608
N 1.80580 0.79652 0.39769
C 3.04271 1.30507 0.01696
O 3.25643 2.44015 -0.30876
C 4.00499 0.13440 0.00763
C 3.35052 -0.85850 0.96779
C 1.87674 -0.50785 0.87413
O 0.93787 -1.17692 1.20703
C 3.65648 -2.33809 0.74660
C 3.61160 -2.71873 -0.72835
C 4.53821 -1.80925 -1.52694
C 4.03341 -0.37429 -1.44588
H 4.65799 0.29489 -2.03911
H 3.02235 -0.33894 -1.86119
H 4.56484 -2.12175 -2.57181
H 5.55272 -1.87272 -1.12781
H 3.91279 -3.76118 -0.84190
H 2.59097 -2.62123 -1.10374
H 2.92827 -2.92449 1.30987
H 4.65095 -2.55579 1.14245
H 3.63762 -0.60193 1.99660
H 5.00791 0.43259 0.31598
H 1.39741 3.31534 1.14459
H -0.73901 4.54030 0.97242
H -2.73675 3.41879 0.03286
H -4.52331 -0.61578 -2.93583
H -5.03301 0.37548 -1.54392
H -5.70479 -1.98207 -1.29425
H -4.03001 -2.51084 -1.45436
H -5.22188 -2.14554 0.95384
H -4.63471 -0.50573 0.70522
H -2.99482 -3.07356 0.70324
H -2.31040 -1.50004 0.32333
H -2.00280 -2.34813 2.71366
H -3.72791 -2.05824 2.95235
H -3.32464 0.37687 2.33254
H -2.42630 -0.13213 3.76004
H -1.60348 0.00658 2.20680
*
```

Computed properties:
max |F|	0.741	eV/A
calculated total energy	-1172.2077	Ha
SMILES	CCCCCCC(=O)Oc1cccc(N2C(=O)[C@H]3CCCC[C@H]3C2=O)c1

Atom charges from the Mulliken analysis, given in e for atoms 1 to 4:
1. C -0.837
2. C -0.716
3. C -0.280
4. C -0.543


No. 3
Density functional theory data (ωB97M-V with the def2-TZVPD basis set) for a molecular structure, C21H27NO4 at a distorted geometry.

ORCA input file:
```
! RIJCOSX wB97M-V def2-TZVPD def2/J DEFGRID3
* xyz 0 1
C -2.08597 -0.53616 4.77960
H -2.32632 -0.41643 5.93277
H -2.74911 0.19949 4.38276
H -2.64387 -1.44504 4.43109
C -0.82292 -0.36069 4.31280
C -0.44902 -0.51071 2.79835
C 0.05204 -1.58112 2.14276
C -0.04252 -1.85944 0.73530
C 0.52748 -0.84228 -0.06330
C 0.76839 -0.89521 -1.33093
C 0.45841 -2.34280 -1.99605
C -0.16959 -3.29635 -1.31855
C -0.37208 -2.85157 0.10937
H -0.63202 -3.92454 0.77188
H -0.49164 -4.10121 -1.73106
N 0.70661 -2.33426 -3.40656
C 1.14630 -1.38851 -4.28967
O 1.67967 -0.41014 -4.11149
C 0.95891 -2.24114 -5.59916
C 2.17967 -1.55977 -6.65881
C 1.48143 -0.20734 -7.33684
O 1.52273 -0.19113 -8.50928
O 1.44238 0.68642 -6.39051
H 1.74431 0.46280 -5.49749
H 2.02320 -2.37448 -7.51361
H 2.96566 -1.32694 -6.05140
H 1.22602 -3.04303 -5.67192
H -0.00861 -2.16461 -6.03371
H 0.33113 -3.22434 -3.72831
H 1.26440 -0.09275 -1.89519
H 0.85674 0.00947 0.49514
H -0.06568 -2.58323 2.73258
C -0.88199 0.63434 2.19150
O -1.76902 0.81460 1.25049
C -0.11845 1.93289 2.62626
C -0.36768 1.79024 4.26425
C -0.12924 0.70198 4.88780
H 0.10154 0.79473 6.02701
H 1.14303 0.53567 4.76774
H -1.33784 2.01314 4.28893
H 0.29206 2.93413 4.67343
C -0.13081 3.10611 1.85077
C 0.09481 3.09941 0.36432
H 1.12657 2.90923 0.32342
H -0.61088 2.25584 -0.16456
H -0.11716 4.12080 0.09031
C -1.82855 3.76821 2.06299
H -1.96962 4.73533 1.53846
H -2.61119 2.79901 1.58808
H -2.07620 3.74990 2.91902
H 0.17461 3.91304 2.42518
H 0.88079 1.59166 2.56919
H -0.34091 -1.45323 4.96487
*
```

Computed properties:
max |F|	19.371	eV/A
calculated total energy	-1171.4810	Ha

Atom charges from the Mulliken analysis, given in e for atoms 1 to 4:
1. C -1.706
2. H 0.320
3. H 0.342
4. H 0.406


No. 4
Density functional theory data (ωB97M-V with the def2-TZVPD basis set) for a molecular structure, C21H28AsIrN4O6S2Si.

ORCA input file:
```
! RIJCOSX wB97M-V def2-TZVPD def2/J DEFGRID3
* xyz 0 5
Ir 0.16354 -0.68855 -0.00085
O 2.97440 1.38793 0.76930
As 1.79909 1.65152 2.09543
O 1.24036 3.32290 1.64378
O 0.54106 0.65422 1.43690
C 1.40569 3.86086 0.39773
C 2.50527 4.67176 0.14579
C 2.68295 5.25464 -1.10061
C 1.74594 5.03724 -2.09832
C 0.63427 4.24642 -1.84954
C 0.45943 3.64853 -0.60838
S -1.19116 1.72386 -1.41308
O 0.02395 1.19789 -2.03975
O -0.62935 2.87940 -0.29861
O -1.65559 0.71203 -0.37820
H 3.42634 2.20611 0.52044
H 3.20661 4.84869 0.95294
H 3.54634 5.88018 -1.28537
H 1.87182 5.48734 -3.07407
H -0.09971 4.07933 -2.62680
C -3.57964 -1.59946 -2.01651
C -2.26126 -2.07265 -2.55889
C -2.13193 -2.64421 -3.82080
C -0.88280 -3.07358 -4.23528
C 0.21578 -2.93771 -3.40540
C 0.00701 -2.36744 -2.15023
N -1.20970 -1.95071 -1.75707
N 0.97327 -2.03741 -1.22113
Si 2.67680 -2.51057 -1.17528
C 3.59433 -1.52525 -2.46861
C 2.81082 -4.35811 -1.44420
C 3.25345 -2.06339 0.54002
H -3.96484 -2.33109 -1.30238
H -4.31458 -1.47437 -2.80962
H -3.44295 -0.65926 -1.47823
H -2.99759 -2.73890 -4.46185
H -0.75676 -3.50336 -5.22114
H 1.20331 -3.23566 -3.72532
H 3.26373 -1.76526 -3.48093
H 4.67210 -1.69679 -2.41336
H 3.40892 -0.46191 -2.29753
H 2.49211 -4.68050 -2.43511
H 2.21355 -4.89584 -0.70480
H 3.85220 -4.66685 -1.31662
H 3.24055 -0.98002 0.68293
H 4.28238 -2.39951 0.69394
H 2.62764 -2.53008 1.30435
C -2.67379 2.44736 2.38391
C -2.57091 1.10904 3.03380
C -2.89775 0.80013 4.32508
C -2.72202 -0.53360 4.73390
N -2.18542 -1.46101 3.95810
C -1.81451 -1.13077 2.71222
S -0.96899 -2.23485 1.73493
N -2.08424 0.12044 2.25936
C -3.12375 -0.97329 6.10629
H -3.08007 3.18546 3.07039
H -3.30090 2.38825 1.49244
H -1.68326 2.76345 2.04500
H -3.29321 1.55096 4.99167
H -1.86383 0.36942 1.29308
H -3.68803 -0.20527 6.63091
H -2.22916 -1.21406 6.68213
H -3.71727 -1.88406 6.03708
*
```

Computed properties:
max |F|	0.613	eV/A
calculated total energy	-4913.5186	Ha

Atom charges from the Mulliken analysis, given in e for atoms 1 to 4:
1. Ir 0.769
2. O -0.608
3. As 0.180
4. O -0.679